12
Properties=species:S:1:pos:R:3:mulliken_charge:R:1 method="wB97M-V/def2-TZVPD" energy_ev=-7324.0624 largest_force_ha_per_bohr=0.011 e_above_lowest_ev=5.2221 homo_lumo_gap_ev=9.66 multiplicity=1
C -1.279 -2.300 0.611 -1.2610
C -0.422 -1.143 0.350 0.8724
C 0.284 -0.192 0.130 -0.2979
C 1.134 0.971 -0.128 -0.4950
C 0.463 2.044 -0.952 -0.4815
O 0.762 3.263 -0.612 -0.3375
H -2.192 -2.002 1.138 0.2903
H -0.759 -3.040 1.228 0.2959
H -1.573 -2.787 -0.324 0.2869
H 2.018 0.667 -0.709 0.2441
H 1.499 1.436 0.800 0.2185
H 0.066 3.083 -1.531 0.6648



12
Properties=species:S:1:pos:R:3:mulliken_charge:R:1 method="wB97M-V/def2-TZVPD" energy_ev=-7326.0385 largest_force_ha_per_bohr=0.070 e_above_lowest_ev=3.2461 smiles=C#C[C@H]1CCO1 homo_lumo_gap_ev=10.85 multiplicity=1
C 2.665 -0.069 -0.223 0.1169
C 1.488 0.043 0.043 -1.0004
C 0.089 0.011 0.516 0.4165
C -0.908 1.023 -0.054 -0.5834
C -1.836 -0.154 -0.248 -0.2794
H 3.660 0.011 -0.529 0.4850
H 0.027 0.155 1.589 0.2640
H -0.540 1.444 -1.032 0.2273
H -1.053 1.962 0.591 0.2889
H -2.256 -0.198 -1.297 0.2237
H -2.757 -0.249 0.367 0.2398
O -0.758 -1.031 0.013 -0.3989



12
Properties=species:S:1:pos:R:3:mulliken_charge:R:1 method="wB97M-V/def2-TZVPD" energy_ev=-7328.2625 largest_force_ha_per_bohr=0.015 e_above_lowest_ev=1.0220 smiles="O=C1CC=CC1" homo_lumo_gap_ev=10.52 multiplicity=1
O -1.402 -0.944 1.314 -0.5522
C -0.865 -0.585 0.301 0.5455
C 0.427 -1.168 -0.299 -0.6003
C 1.217 0.073 0.056 -0.3115
C 0.413 1.142 0.188 -0.4052
C -0.968 0.811 -0.315 -0.4234
H 0.301 -1.418 -1.362 0.2455
H 0.797 -2.047 0.238 0.3079
H 2.225 0.006 0.436 0.3517
H 0.594 1.960 0.864 0.3236
H -1.818 1.431 -0.018 0.3296
H -0.921 0.738 -1.403 0.1887



12
Properties=species:S:1:pos:R:3:mulliken_charge:R:1 method="wB97M-V/def2-TZVPD" energy_ev=-7326.4757 largest_force_ha_per_bohr=0.007 e_above_lowest_ev=2.8088 smiles="OC=C=C1CC1" homo_lumo_gap_ev=9.28 multiplicity=1
O -1.955 -1.536 -1.930 -0.5068
C 0.295 0.232 0.201 0.3518
C 1.493 0.140 1.055 -0.5399
C 0.325 1.047 1.428 -0.5222
C -0.344 -0.139 -0.860 0.1388
C -1.031 -0.525 -1.908 -0.4073
H -2.057 -1.863 -1.026 0.2994
H 1.661 -0.760 1.642 0.2135
H 2.401 0.615 0.689 0.2165
H -0.318 0.729 2.246 0.2095
H 0.455 2.124 1.348 0.2211
H -0.925 -0.066 -2.885 0.3256



12
Properties=species:S:1:pos:R:3:mulliken_charge:R:1 method="wB97M-V/def2-TZVPD" energy_ev=-7327.1211 largest_force_ha_per_bohr=0.011 e_above_lowest_ev=2.1634 smiles="CCC#CC=O" homo_lumo_gap_ev=10.55 multiplicity=1
C 0.646 1.231 -1.122 -1.0607
C -0.620 1.110 -0.263 -0.2755
C -0.855 -0.292 0.068 -0.0238
C -0.687 -1.423 0.459 0.0516
C -0.010 -2.330 1.364 -0.0366
O 1.197 -2.295 1.458 -0.4412
H 1.467 0.689 -0.643 0.3163
H 0.493 0.801 -2.114 0.3086
H 0.919 2.282 -1.231 0.3178
H -1.490 1.604 -0.709 0.3030
H -0.438 1.587 0.713 0.2229
H -0.624 -2.966 2.019 0.3175



12
Properties=species:S:1:pos:R:3:mulliken_charge:R:1 method="wB97M-V/def2-TZVPD" energy_ev=-7327.6118 largest_force_ha_per_bohr=0.011 e_above_lowest_ev=1.6727 smiles="C=C=C(C)C=O" homo_lumo_gap_ev=10.28 multiplicity=1
C 1.387 -0.613 0.782 -1.2323
C 0.199 -0.204 -0.058 0.5471
C 0.159 -0.607 -1.499 -0.1023
O -0.741 -0.355 -2.266 -0.4745
C -1.871 1.298 0.424 -0.7569
C -0.818 0.544 0.311 0.2730
H 2.292 -0.620 0.161 0.3652
H 1.274 -1.620 1.203 0.2672
H 1.553 0.083 1.609 0.3333
H 1.061 -1.158 -1.842 0.3081
H -2.842 0.893 0.699 0.2397
H -1.808 2.359 0.191 0.2323



12
Properties=species:S:1:pos:R:3:mulliken_charge:R:1 method="wB97M-V/def2-TZVPD" energy_ev=-7325.3611 largest_force_ha_per_bohr=0.007 e_above_lowest_ev=3.9234 smiles="O[C@H]1C=C=CC1" homo_lumo_gap_ev="8.17 / 7.91" multiplicity=1
O -1.332 -1.178 -0.401 -0.5173
C -0.360 -0.715 0.495 -0.2411
C -0.346 0.882 0.479 -0.4402
C 0.453 1.043 -0.811 -0.3545
C 1.371 0.057 -0.819 -0.2252
C 1.122 -0.914 0.069 -0.2244
H -0.611 -1.173 1.460 0.3787
H 0.189 1.263 1.355 0.2769
H -1.350 1.323 0.460 0.2562
H -1.132 -0.738 -1.243 0.4003
H 0.141 1.665 -1.648 0.3428
H 1.855 -1.515 0.605 0.3477



12
Properties=species:S:1:pos:R:3:mulliken_charge:R:1 method="wB97M-V/def2-TZVPD" energy_ev=-7325.7192 largest_force_ha_per_bohr=0.024 e_above_lowest_ev=3.5653 homo_lumo_gap_ev="7.64 / 8.08" multiplicity=1
O -1.393 0.914 2.096 -0.6148
C -0.775 0.547 1.092 0.6844
C -0.984 1.149 -0.195 -0.9850
C 0.848 -0.568 -1.304 -0.9129
C 0.991 -0.884 0.005 0.1050
C 0.043 -0.626 1.020 -0.5244
H -0.210 1.637 -0.773 0.5179
H -2.015 1.338 -0.480 0.3105
H -0.131 -0.375 -1.724 0.4662
H 1.704 -0.534 -1.974 0.2608
H 1.927 -1.335 0.335 0.3161
H -0.005 -1.263 1.901 0.3761



12
Properties=species:S:1:pos:R:3:mulliken_charge:R:1 method="wB97M-V/def2-TZVPD" energy_ev=-7327.5239 largest_force_ha_per_bohr=0.010 e_above_lowest_ev=1.7607 smiles="CCC#CC=O" homo_lumo_gap_ev=10.70 multiplicity=1
C 1.213 -1.085 -1.106 -1.0962
C 1.239 0.226 -0.313 -0.5260
C -0.061 0.518 0.295 0.4711
C -1.151 0.682 0.790 0.1978
C -2.451 0.850 1.409 -0.3909
O -3.286 -0.026 1.456 -0.4297
H 0.914 -1.917 -0.462 0.3125
H 0.497 -1.023 -1.931 0.3072
H 2.202 -1.302 -1.520 0.3353
H 1.537 1.061 -0.957 0.2881
H 1.987 0.171 0.488 0.2652
H -2.639 1.845 1.851 0.2655



12
Properties=species:S:1:pos:R:3:mulliken_charge:R:1 method="wB97M-V/def2-TZVPD" energy_ev=-7326.3456 largest_force_ha_per_bohr=0.010 e_above_lowest_ev=2.9389 smiles=C#C[C@]1(C)CO1 homo_lumo_gap_ev=10.97 multiplicity=1
C -0.078 1.406 -0.517 -1.2545
C -0.138 0.072 0.217 1.3319
C 0.635 -0.226 1.443 -0.5365
O -0.702 0.219 1.518 -0.4621
C -0.480 -1.083 -0.623 -0.9433
C -0.518 -1.995 -1.411 -0.0531
H -0.747 1.356 -1.376 0.3490
H 0.912 1.707 -0.877 0.2864
H -0.469 2.180 0.149 0.3485
H 1.462 0.424 1.740 0.2224
H 0.701 -1.255 1.787 0.2933
H -0.573 -2.830 -2.082 0.4180



12
Properties=species:S:1:pos:R:3:mulliken_charge:R:1 method="wB97M-V/def2-TZVPD" energy_ev=-7325.6058 largest_force_ha_per_bohr=0.022 e_above_lowest_ev=3.6787 smiles=C#CC[C@H]1CO1 homo_lumo_gap_ev=11.00 multiplicity=1
C -1.054 1.705 0.185 -0.1840
C -0.577 1.054 1.088 -0.3430
C 0.086 -0.250 1.294 -0.4190
C -0.155 -0.745 -0.140 -0.1097
C 0.783 -0.378 -1.180 -0.3529
O 0.653 -1.738 -0.811 -0.4472
H -1.442 2.226 -0.653 0.3865
H -0.379 -0.896 2.047 0.2797
H 1.153 -0.149 1.522 0.2634
H -1.223 -0.848 -0.328 0.4391
H 1.709 0.097 -0.852 0.2128
H 0.446 -0.078 -2.171 0.2743



12
Properties=species:S:1:pos:R:3:mulliken_charge:R:1 method="wB97M-V/def2-TZVPD" energy_ev=-7327.0528 largest_force_ha_per_bohr=0.029 e_above_lowest_ev=2.2317 smiles="C=C=CCC=O" homo_lumo_gap_ev=10.18 multiplicity=1
O -0.164 1.735 -2.026 -0.4731
C 0.736 0.941 -1.887 0.0331
C 0.726 -0.160 -0.870 -0.4048
C -0.542 -0.190 -0.080 -0.2181
C -0.543 -0.788 1.073 -0.0582
C -0.433 -0.945 2.356 -0.7019
H 1.633 0.972 -2.535 0.3392
H 1.615 -0.083 -0.225 0.3350
H 0.836 -1.117 -1.398 0.2570
H -0.512 0.074 2.719 0.2414
H -1.438 0.283 -0.466 0.3824
H -0.423 -1.876 2.914 0.2681